Entry 1:
Below is a structure of composition C24H46Cl3N2O4SiTl at a distorted geometry, with properties calculated with wB97M-V/def2-TZVPD.

Geometry as XYZ:
```
81
Properties=species:S:1:pos:R:3:forces:R:3
C 2.9115 -2.5224 -6.6387 -0.1 -0.6 0.3
C 2.2017 -1.6833 -7.6721 1.8 0.1 0.3
H 2.4143 -3.5019 -6.4899 0.2 0.6 -0.1
H 2.9674 -2.0109 -5.6678 0.0 -0.3 -0.4
H 3.9363 -2.7463 -6.9875 -0.3 0.2 0.1
C 1.7418 -2.2446 -8.8169 0.5 0.6 -0.1
C 1.5664 -3.7118 -9.0350 -0.2 -0.3 -0.2
H 1.5591 -1.6278 -9.6969 -0.1 0.0 0.4
H 0.9856 -4.1941 -8.2393 0.3 0.1 0.0
H 2.5423 -4.2120 -9.1187 -0.1 0.1 0.2
H 1.0342 -3.9194 -9.9720 0.1 0.2 0.2
Tl 3.5082 1.1913 -4.8099 1.7 1.4 1.8
Cl 2.1223 3.3793 -4.3425 0.4 -0.1 -0.1
Cl 4.9832 0.4313 -7.7327 -1.2 -0.3 -0.1
C -0.2606 3.6977 -2.1781 -0.4 -0.8 0.2
O -0.7818 2.6872 -1.6861 0.6 1.1 -0.5
N -0.9125 4.5781 -2.9698 -0.1 0.1 0.0
C -2.2784 4.3030 -3.3858 0.0 0.0 0.0
C -0.2569 5.7313 -3.5763 0.3 -0.3 0.1
H 0.8075 3.9459 -2.0289 -0.4 0.0 0.1
H -2.7567 3.6496 -2.6472 0.1 0.2 -0.2
H -2.3061 3.8144 -4.3727 0.0 0.1 0.2
H -2.8086 5.2579 -3.4594 -0.1 -0.2 0.1
H 0.6630 5.9593 -3.0158 -0.4 0.0 -0.2
H -0.9397 6.5903 -3.5604 0.2 -0.1 0.1
H 0.0373 5.5283 -4.6162 -0.1 0.0 0.2
H -0.5239 -3.5421 -1.7508 -0.5 0.1 0.4
H -2.4685 -3.9100 -3.7846 -0.5 0.0 0.3
C -1.4178 -3.3711 -1.1071 -0.3 0.0 -0.1
C -3.1158 -3.8539 -2.8829 0.6 0.3 0.0
N -2.5564 -2.9016 -1.9135 0.0 -0.4 -0.2
H -1.1821 -2.6099 -0.3439 -0.1 -0.3 -0.3
C -2.7351 -1.5694 -2.1214 0.1 0.1 -0.5
O -3.2430 -1.0742 -3.1256 0.1 -0.4 0.7
H -4.1292 -3.5374 -3.1615 0.4 -0.1 0.0
H -2.3737 -0.9742 -1.2688 0.1 0.1 -0.1
H -1.6921 -4.3329 -0.6299 0.2 0.6 -0.1
H -3.1434 -4.8407 -2.3995 -0.1 0.3 -0.2
O 2.1601 0.1859 -6.1161 -0.8 -2.2 -5.3
C 2.2640 -0.1916 -7.4233 -5.9 -1.9 3.2
C 0.2080 0.3110 -8.9365 -0.4 0.0 -0.7
C 1.4234 0.6480 -8.3431 0.9 1.4 0.1
H -0.1887 -0.7022 -8.8962 0.1 0.3 0.2
C -0.5316 1.2853 -9.6424 0.4 -0.1 0.2
H 3.5439 0.1107 -7.6359 3.4 0.5 -0.5
C 1.8586 1.9716 -8.4225 -0.6 0.4 -0.1
H -1.4267 0.9970 -10.1960 0.2 0.0 0.4
C -0.1249 2.6194 -9.6642 0.6 -0.2 0.2
C 1.0803 2.9571 -9.0187 0.1 0.2 -0.3
H 2.8094 2.1978 -7.9565 -0.1 0.4 -0.1
H -0.7058 3.3792 -10.2042 0.3 -0.4 0.4
H 1.4483 3.9926 -9.0178 -0.3 -0.5 0.0
Si -0.4218 -0.4069 -5.2770 -1.5 3.1 -0.8
Cl 0.0720 -2.4063 -5.3825 0.9 -1.2 -0.2
C -1.9710 -0.6748 -6.3758 -0.3 -0.5 0.7
C -0.5502 1.4906 -5.7703 1.4 0.2 -0.4
C 0.1475 -0.0365 -3.5330 -0.1 -0.2 0.5
H -2.3055 0.2551 -6.8767 0.1 -0.6 0.5
H -2.6690 -0.9934 -5.5635 -0.3 0.0 -1.0
H -1.8059 -1.4686 -7.1383 -0.3 0.3 0.7
H 0.8940 -0.7734 -3.1525 -0.8 0.4 0.0
H -0.8058 -0.0403 -2.9473 1.0 0.1 0.1
H 0.5971 0.9864 -3.4944 -0.6 -0.8 0.0
H -0.6057 1.6418 -6.8608 -0.2 0.1 0.5
H 0.2470 2.1361 -5.3688 -0.5 -0.2 -0.2
H -1.5235 1.7871 -5.3130 0.5 -0.4 -0.2
C -0.3523 -1.0039 3.1230 0.2 0.1 0.2
C -1.5841 -1.0720 2.2532 -0.2 0.4 -0.4
O -1.4369 -0.4835 0.9684 0.2 -0.2 -0.3
C -1.1656 0.9231 0.9576 0.1 -0.3 0.1
C -2.3909 1.7528 1.2553 -0.3 0.2 0.1
H 0.5559 -1.2581 2.5809 0.0 0.0 -0.2
H -0.4505 -1.7104 3.9425 0.0 -0.1 0.2
H -0.2180 -0.0172 3.5636 0.0 0.0 0.0
H -1.8572 -2.1119 2.0701 -0.1 0.0 0.0
H -2.4117 -0.5735 2.7560 -0.3 -0.2 0.3
H -0.3900 1.1107 1.7117 0.0 0.3 -0.3
H -0.7964 1.1886 -0.0412 0.0 -0.3 0.3
H -2.7055 1.6741 2.2973 -0.1 0.0 0.0
H -2.1652 2.7977 1.0642 0.1 0.2 0.0
H -3.2368 1.4931 0.6111 0.2 -0.1 0.0
```
Forces are in eV/Å.

The value obtained for the HOMO-LUMO gap (spin up / spin down) is 4.9326 / 4.8439 eV. The HOMO energy (spin up / spin down) is -8.2 / -8.2 eV. The molar mass comes out at 765.47 g/mol. As for the LUMO energy (spin up / spin down): -3.3126 / -3.3805 eV. As for the energy above the lowest of the compared OMol25 structures with the same formula, charge and spin: 247.05 kJ/mol. Its spin multiplicity is 1.

***

Entry 2:
Below is a structure of composition C25H50ClHfNP2SeSi2 at a distorted geometry, with properties calculated with wB97M-V/def2-TZVPD.

Geometry as XYZ:
```
83
Properties=species:S:1:pos:R:3:forces:R:3
Hf 0.1065 0.0110 -0.0339 -1.5 -0.6 -1.1
C -2.0766 -0.6157 1.3996 0.1 0.1 0.6
C -2.4705 0.3694 0.4670 -0.1 -0.2 0.0
C -2.3211 -0.2473 -0.8215 -0.6 0.0 0.0
Si -3.1246 2.0392 1.0419 0.6 0.1 -0.5
C -1.8260 -1.5579 -0.6452 -0.4 -0.4 0.0
C -1.6499 -1.8007 0.7598 -0.2 0.1 -0.1
Si -1.0902 -3.2923 1.7620 0.5 0.2 -0.4
H -2.1748 -0.5062 2.4838 0.3 0.1 -0.4
H -2.7133 0.1728 -1.7508 0.5 -0.1 0.2
H -1.7659 -2.3324 -1.4146 0.3 0.5 0.1
Cl 3.4101 0.7178 -4.2375 0.0 0.0 0.1
C -1.6700 -3.1715 3.5264 -0.2 0.1 0.1
C -1.6665 -4.8914 1.0054 -0.2 -0.3 0.0
C -3.6256 1.9810 2.8340 -0.1 -0.2 0.2
C -4.5448 2.6311 -0.0057 -0.4 0.0 -0.1
H -2.7027 -5.0680 1.3387 0.3 0.0 -0.2
H -1.0533 -5.7363 1.3591 -0.2 0.2 -0.1
H -1.6586 -4.8873 -0.0936 0.0 0.0 0.3
H -1.2453 -2.2891 4.0263 -0.1 -0.2 -0.1
H -1.3681 -4.0703 4.0865 -0.1 0.3 -0.1
H -2.7669 -3.0959 3.5618 0.3 0.0 0.1
H -5.4601 2.1297 0.3495 0.2 0.2 -0.2
H -4.4283 2.4090 -1.0758 -0.1 0.1 0.3
H -4.6919 3.7170 0.1132 0.0 -0.3 -0.1
H -4.4011 1.2159 2.9872 0.2 0.2 0.0
H -4.0350 2.9548 3.1450 0.1 -0.3 -0.1
H -2.7681 1.7404 3.4788 -0.2 0.1 -0.1
C 0.7968 -3.1350 1.7458 0.2 -0.3 0.4
C -1.6058 3.1641 0.8813 -0.1 0.4 0.3
P 1.4095 -2.3705 0.2139 1.0 -0.5 0.1
H 1.2774 -4.1119 1.9091 -0.1 0.3 0.1
H 1.0779 -2.4857 2.5953 0.0 -0.2 -0.3
P -0.4967 2.6500 -0.4719 -0.1 1.2 -0.4
H -1.0460 3.0854 1.8306 -0.1 0.0 -0.3
H -1.9091 4.2173 0.7735 0.2 -0.2 0.1
C 0.8521 3.9573 -0.5894 0.8 -0.8 0.5
C -1.5075 3.0750 -1.9888 0.0 -0.3 0.1
C 1.0787 -3.6777 -1.0657 -0.1 0.2 0.0
C 3.2952 -2.3543 0.3337 0.0 0.1 -0.2
C 3.8511 -0.9780 0.6869 -0.5 -0.8 -0.4
H 3.5901 -2.5484 -0.7038 0.1 -0.4 0.1
C 3.8846 -3.3425 1.3143 0.3 -0.5 0.1
H 3.6293 -3.0672 2.3515 0.0 -0.1 -0.3
H 4.9764 -3.2498 1.2193 -0.2 -0.2 0.1
H 3.5959 -4.3836 1.1336 0.1 0.2 0.1
H 3.4935 -0.3489 -0.1346 0.0 0.6 0.8
H 4.9434 -0.8758 0.6789 -0.2 -0.6 -0.1
H 3.5377 -0.7698 1.7258 0.0 0.3 -0.9
H -0.0003 -3.8668 -0.9946 0.1 0.1 0.0
C 1.7989 -4.9981 -0.7975 0.1 -0.4 -0.2
C 1.3845 -3.1672 -2.4767 0.0 0.0 -0.3
H 1.6486 -5.4137 0.2032 0.0 0.2 0.0
H 2.8762 -4.9297 -0.9830 -0.2 0.1 0.0
H 1.4111 -5.7486 -1.4957 0.1 0.1 0.0
H 0.7024 -2.3846 -2.8209 0.1 -0.1 0.2
H 1.3012 -3.9945 -3.1904 0.1 0.1 0.1
H 2.3965 -2.7572 -2.5686 -0.1 -0.1 0.0
H -2.4506 2.5215 -1.8794 0.2 0.0 0.0
C -0.8117 2.5845 -3.2635 0.0 -0.1 -0.2
C -1.8591 4.5608 -2.1046 -0.1 0.2 -0.2
H -2.3376 4.9920 -1.2198 0.1 -0.2 0.0
H -2.5761 4.6874 -2.9245 0.1 -0.1 0.0
H -0.9890 5.1775 -2.3561 -0.1 -0.2 0.1
H -0.7603 1.4950 -3.3441 0.0 0.2 0.2
H 0.2185 2.9475 -3.3494 -0.1 0.0 0.0
H -1.3575 2.9420 -4.1446 0.1 0.0 0.1
C 2.1529 3.4745 0.0708 -1.3 0.7 -0.3
C 0.5721 5.2450 0.1078 -0.5 1.4 0.3
H 1.0542 4.0158 -1.6588 -0.2 0.5 -0.1
H 0.4718 5.1227 1.2105 0.0 -0.1 -0.7
H -0.3105 5.7776 -0.2545 0.1 0.1 0.1
H 1.4640 5.8769 -0.0336 -0.4 0.0 0.0
H 1.9615 3.5531 1.1595 0.3 -1.1 -0.6
H 3.0124 4.1094 -0.0491 0.2 0.8 -0.6
H 2.3849 2.5816 -0.4681 0.5 -1.0 0.7
C 1.1845 0.1679 -1.9344 -0.3 -0.2 -0.6
H 0.6650 -0.1657 -2.8645 0.4 0.2 0.6
H 1.5227 1.1918 -2.1692 -0.1 -0.2 0.0
H 2.1339 -0.3952 -1.9452 -0.2 0.1 0.0
Se 4.2080 1.7900 1.6931 -1.3 0.3 0.6
C 2.5221 1.2887 1.5140 -0.6 -1.4 -0.3
N 1.4630 0.7412 1.2453 3.1 2.2 2.3
```
Forces are in eV/Å.

The value obtained for the HOMO-LUMO gap is 5.1084 eV. The HOMO energy is -6.1 eV. The molar mass comes out at 775.71 g/mol. As for the LUMO energy: -0.9742 eV. As for the energy above the lowest of the compared OMol25 structures with the same formula, charge and spin: 357.83 kJ/mol. Its spin multiplicity is 1.

***

Entry 3:
Below is a cluster of 20 separate species, C32H42Cl57NO3P3 in total at a distorted geometry, with properties calculated with wB97M-V/def2-TZVPD.

Geometry as XYZ:
```
138
Properties=species:S:1:pos:R:3:forces:R:3
C 0.7043 -1.4847 -3.7806 0.1 0.4 1.6
C 0.3735 -3.0892 -3.8110 1.0 0.4 0.1
P -0.2807 -3.7075 -5.5380 0.5 0.1 -0.8
C 0.1826 -2.3779 -6.8850 0.0 1.1 0.5
C -2.2035 -3.9434 -5.4779 -1.2 0.9 1.5
C -2.9916 -3.9452 -6.9203 1.0 0.1 2.5
C -4.5470 -3.6019 -6.4323 0.9 0.4 -4.3
N -4.5492 -3.3419 -4.9273 -1.4 1.1 -4.2
P -5.7906 -2.0372 -4.6751 -0.9 4.5 6.6
O -5.7133 -1.4659 -3.1691 0.0 -2.5 -5.6
P -5.1161 -4.8942 -4.2553 -1.0 -5.4 3.2
O -6.8695 -5.0847 -4.4689 3.3 1.9 -2.8
O -4.4679 -6.2702 -5.1695 -2.5 2.9 -0.2
C -3.1078 -2.8912 -4.6089 2.4 1.0 2.4
C -2.8414 -1.2775 -4.7091 0.4 4.7 0.2
C -2.4938 -0.4383 -3.3046 -0.3 1.9 -3.5
C -2.2115 1.2091 -3.3456 -0.6 -1.9 -2.9
C -2.2591 2.0732 -4.7455 -0.9 -4.9 0.3
C -2.6404 1.2656 -6.1299 0.4 -1.7 3.9
C -2.9210 -0.3572 -6.0722 0.7 1.3 2.2
H 0.1213 -0.8367 -4.5607 1.3 -1.4 1.4
H 0.3736 -1.0901 -2.7097 0.7 -0.7 -2.3
H 1.8827 -1.3076 -3.8181 -2.7 -0.4 -0.2
H 1.4219 -3.6461 -3.6844 -2.4 1.0 -0.4
H -0.2927 -3.4724 -2.9186 1.1 0.9 -1.9
H 0.0760 -2.8246 -7.9756 0.2 1.0 2.6
H -0.4213 -1.3834 -6.7642 1.1 -1.7 -0.4
H 1.3180 -2.1026 -6.6409 -2.4 -0.8 -0.7
H -2.2654 -4.9234 -4.7989 -0.2 1.7 -2.0
H -2.5645 -2.9831 -7.4453 -0.9 -2.3 0.5
H -2.7727 -5.0015 -7.3775 -0.9 2.4 0.4
H -4.7723 -2.5978 -7.0227 0.0 -2.1 1.4
H -5.2932 -4.4375 -6.8361 1.4 1.9 1.3
H -7.1477 -2.5158 -4.8333 1.2 -0.4 -0.5
H -5.6407 -0.9589 -5.6623 0.3 -1.5 0.5
H -7.0715 -4.7681 -5.4179 -0.2 -0.9 1.8
H -5.1109 -6.5134 -5.9027 1.1 0.2 1.0
H -2.9770 -3.0866 -3.4465 -0.3 0.3 -2.4
H -2.4566 -1.0310 -2.2774 -0.1 1.5 -2.4
H -1.9491 1.7532 -2.3155 -0.7 -1.4 -2.6
H -2.0174 3.2209 -4.7231 -0.6 -2.6 -0.1
H -2.6767 1.8934 -7.1329 0.0 -1.8 2.3
H -3.1869 -0.9064 -7.0955 0.7 1.4 2.4
C -6.1604 -0.3834 -0.0295 -0.2 0.0 -0.2
Cl -6.3827 1.3556 -0.2858 0.1 -0.2 0.0
Cl -4.5311 -0.7190 0.5806 -0.1 0.0 -0.1
Cl -7.3844 -1.0089 1.0887 0.2 0.0 -0.1
H -6.2799 -0.8912 -0.9900 0.1 0.2 0.3
C 1.4075 -7.3197 -4.3555 0.3 0.0 -0.1
Cl 2.1141 -6.8384 -5.9074 -0.1 -0.2 0.3
Cl 2.4450 -6.8066 -3.0139 -0.3 -0.1 -0.3
Cl -0.2204 -6.6434 -4.1767 0.2 0.0 0.6
H 1.3318 -8.4098 -4.3348 0.0 0.4 0.0
C 0.8221 5.1574 -5.1491 0.4 0.1 0.0
Cl 2.2365 5.4919 -4.1356 -0.3 0.0 -0.2
Cl 0.8075 3.4595 -5.6556 0.0 0.2 0.0
Cl -0.6714 5.5619 -4.2858 0.0 0.0 0.0
H 0.8834 5.7830 -6.0432 -0.1 -0.2 0.3
C 1.9895 4.3650 -0.0070 0.2 0.1 0.0
Cl 0.8663 3.3806 -0.9603 0.0 0.1 0.0
Cl 1.8194 4.0063 1.7198 -0.2 0.0 -0.2
Cl 3.6584 4.0940 -0.5372 -0.8 -0.2 -0.8
H 1.7445 5.4183 -0.1657 0.0 -0.4 0.0
C -5.2293 0.4549 4.1344 -0.2 0.0 0.1
Cl -5.0967 -0.8894 5.2811 -0.1 0.3 0.0
Cl -6.3142 1.7058 4.7651 0.2 -0.2 -0.1
Cl -3.6308 1.1355 3.7863 -0.1 -0.1 0.0
H -5.6510 0.0716 3.2017 0.2 0.1 0.3
C 3.4025 -4.5450 -0.0285 -0.1 0.0 0.1
Cl 3.5991 -4.3258 1.7187 -0.1 0.0 -0.3
Cl 3.9507 -3.1040 -0.9017 -0.1 -0.1 0.0
Cl 4.2855 -5.9793 -0.5788 0.0 0.2 0.2
H 2.3403 -4.6924 -0.2398 0.4 0.0 0.1
C 6.5593 5.2851 2.3330 -0.1 -0.1 0.2
Cl 7.6032 5.1748 0.9055 -0.1 0.0 0.1
Cl 6.5260 6.9448 2.9524 0.0 -0.1 -0.1
Cl 4.9204 4.7312 1.9495 0.9 0.3 0.9
H 6.9692 4.6354 3.1105 -0.1 0.2 -0.2
C -1.2971 8.5040 -1.9252 0.0 0.1 -0.1
Cl -1.5194 10.2431 -2.1815 0.3 -0.5 -0.8
Cl 0.3322 8.1684 -1.3151 -0.1 0.0 -0.1
Cl -2.5211 7.8786 -0.8070 0.1 -0.1 -0.1
H -1.4166 7.9963 -2.8857 0.1 0.2 0.4
C -3.4688 -4.3561 4.3292 0.0 0.0 0.1
Cl -3.6453 -3.0017 3.2005 0.1 -0.3 -0.1
Cl -3.6411 -5.9009 3.4788 0.0 0.2 0.1
Cl -1.9057 -4.2741 5.1597 -0.3 0.0 -0.1
H -4.2611 -4.2852 5.0788 0.3 0.0 -0.3
C -2.4084 12.6784 0.8016 0.0 0.0 0.1
Cl -1.8510 13.0698 2.4373 0.0 0.0 -0.2
Cl -2.4726 10.9230 0.5696 -0.2 0.5 0.7
Cl -3.9951 13.4049 0.4946 0.2 -0.1 0.0
H -1.6948 13.0945 0.0858 -0.2 -0.1 0.2
C 4.9895 5.4205 6.5028 -0.2 0.2 0.0
Cl 3.8663 4.4361 5.5495 0.5 0.4 0.3
Cl 4.8194 5.0618 8.2296 0.0 0.4 -0.6
Cl 6.6584 5.1495 5.9726 0.0 0.0 0.1
H 4.7445 6.4738 6.3441 0.1 -0.4 0.0
C 7.5145 2.8886 10.8873 0.1 0.0 -0.2
Cl 7.5493 1.1206 10.9983 0.1 0.2 0.1
Cl 7.4140 3.4038 9.1950 0.2 -0.2 0.4
Cl 6.1570 3.5438 11.8187 0.1 0.0 0.0
H 8.4433 3.2787 11.3115 -0.3 -0.2 -0.1
C -2.8688 -9.1366 -6.5741 0.1 -0.5 0.2
Cl -3.0453 -7.7822 -7.7028 0.0 0.0 -0.1
Cl -3.0411 -10.6815 -7.4245 0.0 0.3 0.1
Cl -1.3057 -9.0547 -5.7437 -0.6 -0.3 -0.4
H -3.6611 -9.0658 -5.8246 0.3 0.0 -0.2
C 6.4895 -2.4792 11.1764 -0.2 0.0 0.1
Cl 5.3663 -3.4636 10.2230 0.2 0.2 0.1
Cl 6.3194 -2.8379 12.9032 0.0 0.1 -0.2
Cl 8.1584 -2.7502 10.6462 -0.1 0.1 0.1
H 6.2445 -1.4260 11.0177 0.1 -0.3 0.0
C 1.3094 1.1908 6.3754 0.0 0.0 0.0
Cl 2.4668 1.1906 7.7171 -0.1 -0.3 -0.5
Cl 1.6966 2.4772 5.2201 0.0 -0.9 -0.2
Cl 1.2930 -0.3863 5.5678 -0.1 0.2 0.1
H 0.3123 1.3806 6.7807 0.3 0.0 -0.1
C -2.2293 3.5043 6.4617 -0.1 0.2 -0.1
Cl -2.0967 2.1601 7.6084 -0.1 0.1 -0.1
Cl -3.3142 4.7552 7.0924 0.1 -0.2 -0.1
Cl -0.6308 4.1850 6.1136 -0.6 0.1 0.2
H -2.6510 3.1211 5.5290 0.1 0.1 0.4
C 2.4181 4.3605 11.1819 0.1 0.0 0.0
Cl 2.5396 3.3935 9.7022 -0.2 0.2 0.7
Cl 2.0620 6.0519 10.7922 0.1 -0.2 0.1
Cl 1.1782 3.6960 12.2593 0.2 0.1 -0.1
H 3.3803 4.3214 11.6989 -0.3 0.0 -0.2
C 2.0029 -4.6308 -9.6355 0.1 -0.1 -0.2
Cl 1.7806 -2.8917 -9.8919 0.1 -0.2 -0.2
Cl 3.6322 -4.9664 -9.0255 -0.3 0.0 -0.1
Cl 0.7789 -5.2563 -8.5174 0.1 -0.1 -0.3
H 1.8834 -5.1385 -10.5960 0.1 0.2 0.3
C 7.1593 -1.9166 7.1984 0.0 -0.1 0.0
Cl 8.2032 -2.0269 5.7710 -0.1 0.0 0.2
Cl 7.1260 -0.2569 7.8179 0.0 -0.3 0.0
Cl 5.5204 -2.4704 6.8149 0.2 0.1 0.0
H 7.5692 -2.5663 7.9759 -0.2 0.2 -0.3
```
Forces are in eV/Å.

The value obtained for the HOMO-LUMO gap is 6.7756 eV. The HOMO energy is -10.4 eV. The molar mass comes out at 2602.44 g/mol. As for the LUMO energy: -3.5861 eV. Its charge is +1. Its spin multiplicity is 1.